Record 1
The following is a quantum chemistry calculation of C6H9N as an isolated structure, from the OMol25 dataset.

Positions of all 16 atoms, in Å:
N  -0.272  0.492  -1.194
C  1.997  -0.116  -0.112
C  -1.119  1.375  -0.358
C  0.553  0.269  -0.082
C  -0.458  0.789  0.866
C  -1.060  -1.382  -0.431
C  -0.568  -0.717  0.730
H  -0.515  -1.245  1.690
H  2.623  0.730  -0.418
H  -0.804  2.416  -0.496
H  -1.900  -2.080  -0.314
H  -0.430  -1.623  -1.270
H  -2.199  1.275  -0.497
H  -0.329  1.206  1.861
H  2.338  -0.467  0.866
H  2.143  -0.922  -0.840

Lowest unoccupied orbital energy ... 0.6 eV
Max |F| ... 0.42 eV/Å
Calculated total energy ... -288.5838 hartree
Total charge ... 0
HOMO-LUMO gap ... 9.054 eV

---

Record 2
The following is a quantum chemistry calculation of an isolated ion of composition CIN4 and charge -1 at a distorted geometry, from the OMol25 dataset.

Positions of all 6 atoms, in Å:
I  -2.744  1.358  -0.363
N  0.647  -1.011  0.252
N  0.215  1.097  -0.236
N  -0.718  -0.907  0.201
N  1.184  0.134  -0.048
C  -0.865  0.386  -0.060

Lowest unoccupied orbital energy ... 3.0 eV
Max |F| ... 1.64 eV/Å
Calculated total energy ... -554.8549 hartree
Total charge ... -1
HOMO-LUMO gap ... 8.152 eV

---

Record 3
The following is a quantum chemistry calculation of C38H51CrGeP2S2Sb as an isolated structure, from the OMol25 dataset.

Positions of all 96 atoms, in Å:
Sb  0.306  -1.105  -2.578
Ge  0.448  -4.066  1.290
Cr  0.107  -0.888  0.084
S  2.123  0.763  -0.004
S  -1.693  1.024  -0.465
P  1.377  0.835  1.876
P  -1.519  0.816  1.545
C  -2.941  4.567  2.431
C  1.806  -5.472  1.191
C  -5.106  -0.712  2.905
C  0.011  -3.853  3.187
C  -2.566  3.416  1.748
C  -1.161  -4.837  0.456
C  -4.072  0.162  2.587
C  -4.974  -2.065  2.651
C  -2.895  -0.301  2.017
C  2.573  0.000  2.983
C  1.403  2.552  2.540
C  1.559  -3.148  -4.765
C  1.244  -2.920  -3.289
C  -0.107  0.095  2.039
C  1.546  4.084  4.404
C  4.818  -0.255  3.821
C  0.435  -4.100  -2.769
C  -2.632  -1.628  -3.056
C  -1.417  -1.395  -5.227
C  -2.727  4.659  3.798
C  1.130  3.626  1.700
C  -1.478  -0.933  -3.777
C  1.067  -2.431  0.482
C  1.611  2.795  3.895
C  0.722  1.789  -3.197
C  -2.136  3.600  4.479
C  1.051  4.914  2.207
C  1.498  0.488  -3.394
C  2.017  0.398  -4.821
C  -3.799  -2.543  2.078
C  2.150  -1.020  3.817
C  -1.982  2.354  2.424
C  1.260  5.148  3.559
C  -1.766  2.453  3.796
C  3.058  -1.668  4.648
C  3.914  0.374  2.984
C  4.390  -1.284  4.656
C  -2.776  -1.663  1.769
H  0.975  -5.039  -2.926
H  -2.768  -1.255  -2.040
H  -3.677  -3.596  1.880
H  1.712  4.255  5.460
H  2.161  -2.402  0.400
H  -0.697  -3.038  3.329
H  2.639  -0.477  -5.002
H  -3.571  -1.485  -3.600
H  -2.715  3.335  0.677
H  2.186  -2.874  -2.730
H  -6.014  -0.327  3.354
H  0.822  5.738  1.544
H  5.096  -1.787  5.305
H  1.354  2.643  -3.457
H  -0.518  -4.183  -3.301
H  2.122  -5.638  0.161
H  -5.776  -2.749  2.901
H  0.216  -4.010  -1.708
H  -1.735  -5.372  1.214
H  -0.888  -5.544  -0.326
H  -1.854  -2.075  1.352
H  2.118  -2.343  -5.235
H  -2.462  -2.706  -2.991
H  1.207  0.396  -5.554
H  0.970  3.439  0.642
H  -1.663  0.146  -3.756
H  1.410  -6.407  1.590
H  4.251  1.156  2.311
H  5.857  0.046  3.818
H  1.820  1.970  4.565
H  -1.437  -2.484  -5.281
H  2.680  -5.185  1.776
H  1.202  6.155  3.953
H  -3.010  5.555  4.333
H  -1.798  -4.079  0.005
H  0.382  1.923  -2.170
H  2.155  -4.061  -4.872
H  -1.955  3.675  5.544
H  -3.391  5.393  1.896
H  -0.533  -1.058  -5.768
H  0.654  -3.298  -5.348
H  2.351  0.496  -2.708
H  2.720  -2.476  5.287
H  0.908  -3.628  3.763
H  -0.152  1.830  -3.854
H  -1.290  1.632  4.320
H  2.632  1.279  -5.039
H  -2.296  -1.041  -5.776
H  -4.198  1.221  2.788
H  1.102  -1.296  3.791
H  -0.426  -4.780  3.564

Lowest unoccupied orbital energy (alpha / beta) ... 2.7 / 2.7 eV
2S+1 ... 2
Max |F| ... 0.99 eV/Å
Calculated total energy ... -6319.2963 hartree
Total charge ... -1
HOMO-LUMO gap (alpha / beta) ... 6.687 / 6.174 eV

---

Q: Number 1 is which compound?
A: C6H9N